[1]
DFT (ωB97M-V with the def2-TZVPD basis set) results for an isolated ion of composition C7H11N2O and charge +1.

Its highest occupied orbital energy is -12.75 eV. Its total charge is +1. The value obtained for the frontier orbital gap is 8.661 eV.

Element x y z (Å)
C (0.809, -1.352, -0.011)
C (-0.546, -1.313, -0.031)
C (-1.495, -0.125, -0.157)
C (1.625, -0.246, 0.003)
C (-1.059, 1.146, -0.358)
C (3.037, -0.318, 0.381)
C (-1.165, 2.591, -0.339)
N (1.067, 0.945, -0.187)
N (-1.413, -2.369, -0.131)
O (-2.832, -0.437, -0.115)
H (1.207, -2.312, 0.087)
H (3.820, -0.102, -0.366)
H (3.036, 0.308, 1.406)
H (3.007, -1.378, 0.687)
H (-2.219, 2.719, 0.029)
H (-0.555, 3.074, 0.406)
H (-1.210, 2.992, -1.311)
H (1.643, 1.705, -0.207)
H (-0.948, -3.260, -0.185)
H (-2.384, -2.386, 0.021)
H (-3.425, 0.119, 0.377)

Mulliken atomic charge list, values in e, 2 entries: atom 1 (C): -0.987, atom 2 (C): 0.407

---

[2]
DFT (ωB97M-V with the def2-TZVPD basis set) results for a 2-piece molecular cluster, C7H11N2O overall.

Its highest occupied orbital energy (alpha / beta) is -13.09 / -11.38 eV. Its total charge is +1. The value obtained for the frontier orbital gap (alpha / beta) is 9.082 / 4.906 eV.

Element x y z (Å)
C (-0.714, -0.717, -0.019)
C (3.072, -0.655, -0.329)
C (1.246, -1.360, 1.160)
C (-1.851, -1.209, -0.522)
C (-0.394, 0.717, -0.388)
C (3.892, 0.540, -0.606)
C (-5.192, 1.012, 0.668)
N (2.184, -0.667, 0.550)
N (0.003, -1.451, 0.853)
O (-2.834, -1.546, -1.014)
H (3.278, -1.542, -0.934)
H (1.542, -1.859, 2.081)
H (0.287, 0.739, -1.238)
H (0.081, 1.205, 0.461)
H (-1.293, 1.262, -0.657)
H (3.598, 1.379, 0.018)
H (3.805, 0.804, -1.659)
H (4.942, 0.307, -0.432)
H (-5.219, 0.118, 0.081)
H (-5.202, 1.971, 0.191)
H (-5.231, 0.953, 1.737)

Mulliken atomic charge list, values in e, 2 entries: atom 1 (C): 0.570, atom 2 (C): 0.122

---

[3]
DFT (ωB97M-V with the def2-TZVPD basis set) results for C7H11N2O2 as an isolated structure.

Its highest occupied orbital energy is -4.52 eV. Its total charge is -1. The value obtained for the frontier orbital gap is 8.216 eV.

Element x y z (Å)
C (-3.405, 0.026, -1.457)
C (-0.907, -0.557, -1.260)
C (-2.238, -0.813, -1.043)
C (-1.119, -2.369, -0.156)
N (-0.185, -1.573, -0.711)
N (-2.356, -1.971, -0.339)
H (-0.459, 0.280, -1.768)
H (0.904, -1.362, -0.098)
H (-4.202, -0.570, -1.889)
H (-3.089, 0.764, -2.196)
H (-0.939, -3.274, 0.417)
H (-3.832, 0.555, -0.602)
C (1.811, 1.004, 0.653)
C (2.246, 2.207, 1.491)
C (2.452, -0.312, 1.117)
O (3.347, -0.279, 1.950)
O (2.023, -1.379, 0.531)
H (0.717, 0.970, 0.618)
H (2.153, 1.147, -0.383)
H (1.749, 2.148, 2.461)
H (2.000, 3.166, 1.015)
H (3.330, 2.193, 1.648)

Mulliken atomic charge list, values in e, 2 entries: atom 1 (C): -1.053, atom 2 (C): -0.707

---

[4]
DFT (ωB97M-V with the def2-TZVPD basis set) results for a 2-piece molecular cluster, C7H11N2O2 overall.

Its highest occupied orbital energy is -3.28 eV. Its total charge is -1. The value obtained for the frontier orbital gap is 6.891 eV.

Element x y z (Å)
C (1.295, 1.262, 0.373)
C (2.818, 1.256, 0.516)
C (0.904, 1.102, -1.082)
O (1.278, 0.489, -2.042)
O (-0.354, 1.880, -1.058)
H (0.860, 0.353, 1.055)
H (0.871, 2.160, 0.814)
H (3.217, 2.343, 0.498)
H (3.178, 0.661, -0.363)
H (3.230, 0.919, 1.516)
C (0.483, -2.029, -0.436)
C (-1.673, -0.604, -0.341)
C (-0.593, -1.307, 0.239)
C (-1.997, -0.810, 1.853)
N (-2.569, -0.299, 0.733)
N (-0.725, -1.435, 1.558)
H (-1.846, -0.371, -1.387)
H (-1.139, 1.264, -1.284)
H (0.948, -1.475, -1.163)
H (-0.037, -2.864, -0.927)
H (-2.219, -0.711, 2.940)
H (1.175, -2.320, 0.338)

Mulliken atomic charge list, values in e, 2 entries: atom 1 (C): 0.233, atom 2 (C): -1.096

---

[5]
DFT (ωB97M-V with the def2-TZVPD basis set) results for the molecule C7H11N2O2P.

Its highest occupied orbital energy (alpha / beta) is -7.78 / -7.78 eV. The value obtained for the frontier orbital gap (alpha / beta) is 6.923 / 6.929 eV.

Element x y z (Å)
C (0.275, 0.351, 3.169)
C (0.484, -0.995, 2.856)
C (-0.132, 1.030, 2.048)
C (1.694, -1.836, -2.440)
C (-2.581, 1.742, -0.495)
C (1.304, -1.197, -1.123)
C (-0.369, 0.346, -0.366)
N (0.361, -1.126, 1.501)
N (-0.048, 0.128, 0.984)
O (-0.645, 2.189, -2.356)
O (0.319, -0.266, -1.303)
P (-0.808, 1.981, -0.930)
H (0.165, 0.809, 4.104)
H (0.898, -1.687, 3.489)
H (-0.460, 1.979, 1.813)
H (1.740, -0.904, -3.099)
H (2.642, -2.299, -2.447)
H (1.010, -2.512, -2.738)
H (-2.978, 1.593, 0.497)
H (-2.794, 0.961, -1.219)
H (-3.149, 2.533, -0.839)
H (2.176, -0.737, -0.546)
H (0.894, -2.085, -0.561)

Mulliken atomic charge list, values in e, 2 entries: atom 1 (C): -0.819, atom 2 (C): -0.287

---

[6]
DFT (ωB97M-V with the def2-TZVPD basis set) results for an isolated ion of composition C7H11N2S2 and charge +1.

Its highest occupied orbital energy is -12.82 eV. Its total charge is +1. As for the SMILES: [NH3+]CC(S)(S)c1ccccn1. The value obtained for the frontier orbital gap is 9.470 eV.

Element x y z (Å)
N (-2.340, -0.322, -2.109)
C (-1.596, -0.113, -0.842)
C (-0.144, -0.172, -1.116)
S (0.435, -1.751, -1.737)
S (0.288, 1.171, -2.377)
C (0.505, 0.103, 0.532)
C (0.606, -1.001, 1.327)
C (1.327, -0.825, 2.471)
C (1.711, 0.555, 2.758)
C (1.430, 1.592, 1.926)
N (0.817, 1.366, 0.751)
H (-3.395, -0.058, -2.199)
H (-2.179, -1.300, -2.403)
H (-1.694, 0.121, -2.710)
H (-1.887, -0.730, 0.045)
H (-1.882, 0.952, -0.506)
H (1.539, -1.213, -2.227)
H (0.703, 1.929, -1.402)
H (0.254, -1.930, 0.874)
H (1.347, -1.568, 3.164)
H (2.356, 0.589, 3.717)
H (1.798, 2.605, 2.063)

Mulliken atomic charge list, values in e, 2 entries: atom 1 (N): -0.090, atom 2 (C): -0.764

---

E_tot for the records above, in order: -12454.997; -12453.508; -14514.961; -14512.251; -23797.372; -32079.666 eV
Energy relative to the best compared isomer or geometry (same formula, charge and spin) for the records above, in order: 331.7; 475.3; 0.0; 261.5; 461.5; 161.0 kJ/mol